[1]
Below is a structure of composition C34H30BrF2N2NiP, with properties calculated with ωB97M-V/def2-TZVPD.

The geometry in ORCA input format:
```
! RIJCOSX wB97M-V def2-TZVPD def2/J DEFGRID3
* xyz 0 1
Ni -0.25780 0.94871 -0.26847
C -1.54888 -1.02013 2.79409
C -1.18118 -2.36292 2.23017
C -1.78161 -3.49891 2.76668
C -1.40730 -4.77568 2.37515
C -0.39898 -4.93180 1.44086
C 0.19763 -3.81007 0.88302
C -0.20012 -2.52201 1.23660
P 0.63011 -1.04090 0.50780
C 1.79970 -1.77099 -0.69215
C 3.17367 -1.60670 -0.54456
C 4.05826 -2.07411 -1.50644
C 3.57032 -2.70424 -2.63735
C 2.20038 -2.84196 -2.81002
C 1.29789 -2.37471 -1.86092
C -0.17936 -2.49322 -2.13520
C 1.56681 -0.45517 1.93172
C 2.47209 -1.24063 2.64861
C 3.21056 -0.68274 3.67350
C 3.02247 0.66532 3.98423
C 2.07492 1.41794 3.31823
C 1.28796 0.86457 2.29551
C 0.16204 1.59896 1.64906
H -2.43636 -1.09976 3.42120
H -1.73382 -0.27466 2.02320
H -0.73086 -0.63390 3.40880
H -2.54544 -3.37267 3.52501
H -1.88806 -5.64060 2.81431
H -0.07326 -5.91971 1.14171
H 0.98342 -3.94567 0.15287
H 3.56200 -1.09722 0.32592
H 5.12303 -1.93619 -1.37025
H 4.24964 -3.07105 -3.39620
H 1.81687 -3.30558 -3.71117
H -0.34815 -2.81274 -3.16276
H -0.68308 -1.53206 -1.99922
H -0.66276 -3.21432 -1.47417
H 2.61397 -2.28226 2.38059
H 3.93139 -1.27807 4.21824
H 3.60778 1.11955 4.77475
H 1.90506 2.44916 3.60651
H 0.29282 2.67111 1.79283
H -0.75402 1.35465 2.20277
Br 2.04532 7.68793 -2.51161
C 1.07875 6.13741 -2.02348
C 0.00453 5.73423 -2.79772
C -0.70243 4.59908 -2.43560
C -0.34268 3.88387 -1.29899
C 0.76920 4.26763 -0.56387
C 1.47431 5.40707 -0.91610
N -1.06395 2.70919 -0.91871
C -2.31652 2.69201 -1.13085
C -3.09408 1.46374 -0.95460
C -4.45023 1.43211 -1.25065
C -5.12158 0.22720 -1.12992
C -4.41294 -0.89125 -0.72705
C -3.05999 -0.76205 -0.44708
N -2.40999 0.39362 -0.55105
H -0.26523 6.28550 -3.68741
H -1.49950 4.24611 -3.07597
H 1.08299 3.66297 0.27001
H 2.33508 5.71552 -0.33947
H -2.84748 3.57208 -1.49098
H -4.95632 2.33129 -1.57624
H -6.17808 0.16194 -1.35412
H -4.89267 -1.85519 -0.62645
H -2.47167 -1.61543 -0.12977
F -0.82982 0.77541 -3.08161
C 0.25098 0.69259 -2.17679
F 1.06739 1.76635 -2.52667
H 0.80691 -0.18755 -2.50230
*
```

HOMO-LUMO gap (spin up / spin down) (eV): 6.5 / 6.7
Total energy (eV): -164533.84939
Molecular weight (g/mol): 674.2

***

[2]
Below is a structure of composition C34H30Cl6F4MoN4O2S, with properties calculated with ωB97M-V/def2-TZVPD.

The geometry in ORCA input format:
```
! RIJCOSX wB97M-V def2-TZVPD def2/J DEFGRID3
* xyz 2 3
Mo 0.11760 -0.37768 0.40583
C 0.03797 -4.39968 -1.51594
C 0.35428 -2.98991 -1.04447
N -0.46254 -2.44940 0.08747
C -1.95041 -2.49950 -0.19990
C -2.67268 -3.78903 0.15874
C -0.12616 -3.09232 1.38687
C -0.71024 -2.23836 2.49136
N -0.40343 -0.83038 2.16121
C -0.66020 0.11545 3.19396
C -1.74431 0.97845 3.12214
F -2.53913 0.93776 2.04471
C -1.98715 1.88958 4.13544
F -3.02396 2.70972 4.02182
C -1.16547 1.94837 5.24412
C -0.08586 1.08914 5.32232
F 0.72730 1.12374 6.36868
C 0.17033 0.18584 4.30586
F 1.23071 -0.62984 4.37479
H 0.78853 -4.68587 -2.25229
H 0.08425 -5.12478 -0.70377
H -0.93383 -4.46346 -1.99992
H 1.39267 -2.94662 -0.71344
H 0.23054 -2.29006 -1.87748
H -2.41327 -1.67312 0.33983
H -2.05683 -2.26464 -1.25814
H -2.73664 -3.94935 1.23434
H -3.69594 -3.69797 -0.20568
H -2.24115 -4.67536 -0.29689
H -0.49057 -4.11736 1.43285
H 0.96254 -3.10954 1.47046
H -1.79236 -2.35660 2.58519
H -0.25768 -2.49404 3.45018
H -1.36322 2.65534 6.03851
Cl -2.98288 5.77926 -1.56291
C -2.47856 4.15515 -1.31214
C -1.38607 3.90349 -0.49332
C -1.02221 2.58574 -0.32898
Cl 0.35937 2.16749 0.68873
C -1.67891 1.51869 -0.92004
O -1.26884 0.24358 -0.71980
C -2.76862 1.80747 -1.73521
Cl -3.60652 0.51244 -2.49353
C -3.16695 3.11936 -1.93032
H -0.85144 4.70930 -0.01107
H -4.01551 3.33450 -2.56432
Cl 10.69167 0.08722 -5.21629
C 9.20169 0.04247 -4.35550
C 8.75556 1.17186 -3.68748
C 7.55241 1.11125 -3.00696
C 6.78220 -0.04884 -2.96681
C 5.48502 -0.01994 -2.19225
C 5.52139 -0.90830 -0.95418
N 4.32758 -0.68430 -0.12386
C 4.30553 -0.16932 1.15454
C 3.00479 -0.07995 1.51681
N 2.22513 -0.54394 0.46192
C 3.07311 -0.89525 -0.50722
O 4.35301 -0.43179 -2.94228
C 3.99142 0.46647 -3.99113
C 3.43905 1.75669 -3.45853
C 2.22891 1.89315 -2.84647
Cl 1.03265 0.65760 -2.65132
S 1.88774 3.49667 -2.35331
C 3.39907 4.02875 -2.95118
C 4.11060 3.01344 -3.50865
C 7.26453 -1.16672 -3.64795
Cl 6.39110 -2.67112 -3.66301
C 8.46158 -1.13004 -4.34172
H 9.34187 2.07932 -3.70630
H 7.19692 1.99423 -2.48732
H 5.33335 1.01332 -1.84913
H 6.38882 -0.66403 -0.34556
H 5.56925 -1.95858 -1.23207
H 5.20743 0.07294 1.68901
H 2.57615 0.24845 2.44783
H 2.81536 -1.26253 -1.48402
H 3.24560 -0.06516 -4.58032
H 4.85289 0.66586 -4.63332
H 3.67256 5.06832 -2.86890
H 5.08188 3.14555 -3.96508
H 8.81561 -2.00769 -4.86315
*
```

HOMO-LUMO gap (spin up / spin down) (eV): 6.9 / 6.3
Total energy (eV): -144482.85407
Molecular weight (g/mol): 943.4
⟨S²⟩: 2.02

***

[3]
Below is a structure of composition C34H30CoFN9O7S, with properties calculated with ωB97M-V/def2-TZVPD.

The geometry in ORCA input format:
```
! RIJCOSX wB97M-V def2-TZVPD def2/J DEFGRID3
* xyz 0 2
Co -0.20923 2.72430 1.26629
C 2.40292 2.29348 -2.12029
C 1.98983 2.36048 -0.79548
N 0.78695 2.83126 -0.50513
C -0.00337 3.25781 -1.50211
C 0.41853 3.14142 -2.81816
N 1.61847 2.65997 -3.12724
C -1.30124 3.84421 -1.05693
C -2.27089 4.42084 -1.84368
C -3.42414 4.91974 -1.21376
C -3.53015 4.81790 0.16468
C -2.50886 4.22223 0.90225
N -1.43715 3.77192 0.26355
C -2.43170 4.00816 2.36292
C -3.30965 4.56654 3.23844
N -2.98168 4.58760 4.59357
C -1.98374 3.89040 4.97500
C -1.21071 2.93798 4.09760
N -1.33547 3.30689 2.72728
C -4.51195 5.54933 -2.02069
C -5.49751 6.33621 -1.43217
C -6.48454 6.90247 -2.22247
N -6.56435 6.74460 -3.54095
C -5.62457 5.98934 -4.10181
C -4.59612 5.38193 -3.39958
H 3.38945 1.92115 -2.36797
H 2.58838 2.03044 0.04293
H -0.22446 3.43501 -3.63795
H -2.13473 4.49163 -2.91102
H -4.40643 5.16252 0.69177
H -4.18277 5.12185 2.93341
H -1.65323 3.97027 6.00785
H -1.48533 1.89043 4.27937
H -5.50579 6.53808 -0.37106
H -7.24935 7.51999 -1.76470
H -5.69490 5.85517 -5.17572
H -3.89344 4.76874 -3.94434
C -1.30881 -5.18169 -0.87343
C -0.69538 -4.15833 -1.81715
N -0.22880 -2.96097 -1.13123
C -1.08953 -1.89829 -1.01202
C -0.86228 -0.75405 -0.33443
C -2.01746 0.26739 -0.29563
O -2.99563 -0.01950 -1.00051
O -1.85321 1.26935 0.43992
C 0.42058 -0.58246 0.31717
O 0.79128 0.38989 0.94973
C 1.34230 -1.75023 0.20410
C 2.56272 -1.67883 0.86215
C 3.42122 -2.74378 0.83598
F 4.62836 -2.64335 1.44827
C 3.07904 -3.93710 0.20174
C 1.86155 -4.01380 -0.45590
C 0.98847 -2.91743 -0.48644
N 3.89661 -5.10517 0.25338
C 4.91305 -5.25592 1.28072
C 5.35174 -6.73301 1.27581
N 4.24974 -7.52025 0.62519
C 4.21137 -7.22579 -0.85250
C 4.33103 -5.69878 -0.99848
H -1.66891 -6.04772 -1.43076
H -2.15184 -4.74556 -0.33780
H -0.58773 -5.52292 -0.12857
H -1.42952 -3.83184 -2.55201
H 0.13441 -4.58468 -2.38560
H -2.04925 -2.00036 -1.50610
H 2.80551 -0.77374 1.40742
H 1.56647 -4.95907 -0.89192
H 4.48204 -4.99231 2.24498
H 5.79698 -4.63097 1.12571
H 5.51773 -7.12444 2.27614
H 6.24156 -6.90724 0.67397
H 3.36816 -7.16481 1.00707
H 4.31828 -8.51801 0.81167
H 3.26568 -7.61466 -1.22567
H 5.03567 -7.76561 -1.31455
H 3.70711 -5.35704 -1.81860
H 5.36574 -5.41849 -1.23607
O 0.17741 3.04329 4.54203
S 1.20661 2.04701 3.82185
O 2.40320 2.09789 4.60773
O 0.53526 0.77356 3.72408
O 1.41444 2.67759 2.47484
*
```

HOMO-LUMO gap (spin up / spin down) (eV): 3.9 / 3.9
Total energy (eV): -114666.42802
Molecular weight (g/mol): 786.7
⟨S²⟩: 0.90

***

What did the first record say?
Below is a structure of composition C34H30BrF2N2NiP, with properties calculated with ωB97M-V/def2-TZVPD.

The geometry in ORCA input format:
```
! RIJCOSX wB97M-V def2-TZVPD def2/J DEFGRID3
* xyz 0 1
Ni -0.25780 0.94871 -0.26847
C -1.54888 -1.02013 2.79409
C -1.18118 -2.36292 2.23017
C -1.78161 -3.49891 2.76668
C -1.40730 -4.77568 2.37515
C -0.39898 -4.93180 1.44086
C 0.19763 -3.81007 0.88302
C -0.20012 -2.52201 1.23660
P 0.63011 -1.04090 0.50780
C 1.79970 -1.77099 -0.69215
C 3.17367 -1.60670 -0.54456
C 4.05826 -2.07411 -1.50644
C 3.57032 -2.70424 -2.63735
C 2.20038 -2.84196 -2.81002
C 1.29789 -2.37471 -1.86092
C -0.17936 -2.49322 -2.13520
C 1.56681 -0.45517 1.93172
C 2.47209 -1.24063 2.64861
C 3.21056 -0.68274 3.67350
C 3.02247 0.66532 3.98423
C 2.07492 1.41794 3.31823
C 1.28796 0.86457 2.29551
C 0.16204 1.59896 1.64906
H -2.43636 -1.09976 3.42120
H -1.73382 -0.27466 2.02320
H -0.73086 -0.63390 3.40880
H -2.54544 -3.37267 3.52501
H -1.88806 -5.64060 2.81431
H -0.07326 -5.91971 1.14171
H 0.98342 -3.94567 0.15287
H 3.56200 -1.09722 0.32592
H 5.12303 -1.93619 -1.37025
H 4.24964 -3.07105 -3.39620
H 1.81687 -3.30558 -3.71117
H -0.34815 -2.81274 -3.16276
H -0.68308 -1.53206 -1.99922
H -0.66276 -3.21432 -1.47417
H 2.61397 -2.28226 2.38059
H 3.93139 -1.27807 4.21824
H 3.60778 1.11955 4.77475
H 1.90506 2.44916 3.60651
H 0.29282 2.67111 1.79283
H -0.75402 1.35465 2.20277
Br 2.04532 7.68793 -2.51161
C 1.07875 6.13741 -2.02348
C 0.00453 5.73423 -2.79772
C -0.70243 4.59908 -2.43560
C -0.34268 3.88387 -1.29899
C 0.76920 4.26763 -0.56387
C 1.47431 5.40707 -0.91610
N -1.06395 2.70919 -0.91871
C -2.31652 2.69201 -1.13085
C -3.09408 1.46374 -0.95460
C -4.45023 1.43211 -1.25065
C -5.12158 0.22720 -1.12992
C -4.41294 -0.89125 -0.72705
C -3.05999 -0.76205 -0.44708
N -2.40999 0.39362 -0.55105
H -0.26523 6.28550 -3.68741
H -1.49950 4.24611 -3.07597
H 1.08299 3.66297 0.27001
H 2.33508 5.71552 -0.33947
H -2.84748 3.57208 -1.49098
H -4.95632 2.33129 -1.57624
H -6.17808 0.16194 -1.35412
H -4.89267 -1.85519 -0.62645
H -2.47167 -1.61543 -0.12977
F -0.82982 0.77541 -3.08161
C 0.25098 0.69259 -2.17679
F 1.06739 1.76635 -2.52667
H 0.80691 -0.18755 -2.50230
*
```

HOMO-LUMO gap (spin up / spin down) (eV): 6.5 / 6.7
Total energy (eV): -164533.84939
Molecular weight (g/mol): 674.2

***

The lowest total energy belongs to which entry?
C34H30BrF2N2NiP